56
Properties=species:S:1:pos:R:3:lowdin_charge:R:1 method="wB97M-V/def2-TZVPD" smiles="CCCCN[N@@+](COCCOCCOCC)(PP(=O)(O)O)P(C)O" homo_energy_ev=-12.108 total_energy_ha=-2136.41033 lumo_energy_ev=-3.3 charge=+1
P -1.80 2.41 0.15 0.995
P -3.47 2.30 1.56 0.209
P -0.37 -0.28 0.59 0.983
O -3.43 1.07 2.56 -0.161
O -4.69 2.39 0.78 -0.275
O 3.73 -0.79 -1.26 -0.154
O 3.09 2.36 -2.68 -0.113
O -0.48 1.87 -2.12 -0.175
O 0.94 0.57 0.17 -0.283
O -3.27 3.55 2.51 -0.116
N -2.94 0.05 -0.24 -0.088
N -1.65 0.65 -0.42 -0.510
C 4.14 0.21 -2.19 -0.161
C -3.29 -2.29 0.67 -0.178
C 1.79 2.71 -2.28 -0.186
C 3.90 1.66 -1.74 -0.161
C -1.18 0.73 -1.89 -0.248
C 0.75 1.74 -2.85 -0.119
C -1.77 -3.44 2.41 -0.087
C -0.62 0.16 2.33 -0.241
C 4.46 -0.77 -0.06 -0.293
C -2.17 -3.31 0.92 -0.255
C -3.04 -1.39 -0.56 -0.187
C 3.99 -1.92 0.82 -0.061
H 5.18 0.04 -2.45 0.126
H 0.27 -0.22 2.83 0.062
H -1.78 -4.48 2.71 0.070
H 1.58 3.68 -2.71 0.131
H 4.66 -2.76 0.73 0.073
H -2.20 -1.78 -1.11 0.101
H -3.63 0.59 -0.75 0.117
H 1.45 0.83 0.96 0.086
H 2.99 -2.24 0.55 0.069
H -1.27 -3.04 0.38 0.057
H 0.61 2.00 -3.89 0.136
H -0.68 1.21 2.56 0.026
H -1.49 -0.32 2.76 0.033
H -3.90 -1.49 -1.22 0.124
H -2.11 0.68 -2.46 0.147
H -3.52 -1.71 1.56 0.085
H -0.62 2.63 0.89 -0.062
H -2.46 -4.28 0.55 0.104
H -0.61 -0.18 -2.08 0.124
H 3.54 0.05 -3.07 0.122
H 4.33 0.16 0.51 0.105
H 1.66 2.81 -1.21 0.111
H -4.17 -2.88 0.45 0.112
H 3.52 1.72 -0.73 0.103
H 1.17 0.74 -2.80 0.122
H -2.49 -2.91 3.02 0.064
H 4.86 2.16 -1.74 0.128
H 3.97 -1.63 1.86 0.069
H -3.79 0.31 2.05 0.059
H 5.52 -0.90 -0.26 0.124
H -0.79 -3.03 2.57 0.054
H -2.42 4.00 2.33 0.080